Entry 1:
{
  "formula": "C7H17F5N4O2RhS2Te",
  "method": "the ωB97M-V functional and the def2-TZVPD basis",
  "elements": ["Rh", "C", "C", "N", "N", "C", "S", "N", "N", "H", "H", "H", "H", "H", "H", "F", "Te", "F", "F", "F", "F", "O", "C", "C", "S", "O", "C", "C", "H", "H", "H", "H", "H", "H", "H", "H", "H", "H", "H"],
  "positions_angstrom": [[-1.066405, -0.282628, 0.098125], [-1.334133, 2.084899, 4.442204], [-0.780264, 0.762189, 4.036438], [-0.211644, -0.080123, 4.858040], [0.140585, -1.147263, 4.057054], [-0.239879, -0.902042, 2.743538], [-0.031519, -1.882005, 1.433101], [-0.829322, 0.331619, 2.757721], [-1.338248, 0.924842, 1.637249], [-1.194759, 2.241364, 5.515107], [-2.402084, 2.123640, 4.210237], [-0.823214, 2.881565, 3.894493], [0.607687, -1.968972, 4.420009], [-2.396252, 1.136159, 1.733425], [-0.860188, 1.873622, 1.426175], [-1.280659, 3.723091, -0.383731], [-0.406713, 2.289125, -1.482183], [1.091416, 3.546318, -1.931348], [-1.415801, 2.913719, -3.100079], [0.602469, 1.664686, 0.135990], [0.467143, 0.855295, -2.580754], [-1.917433, 1.020511, -1.028704], [2.921467, -1.581752, -2.617913], [2.304753, -0.224758, -2.348250], [0.806404, -0.288148, -1.322682], [1.071300, -1.188513, -0.153303], [-0.295033, -1.131757, -2.497588], [-0.507987, -2.594469, -2.159744], [3.873060, -1.460880, -3.145824], [2.276614, -2.201271, -3.247221], [3.119282, -2.128028, -1.690251], [2.065686, 0.290625, -3.283552], [3.023180, 0.397281, -1.804333], [0.084082, -1.014098, -3.516658], [-1.255955, -0.609255, -2.447207], [0.431285, -3.154818, -2.154498], [-1.173396, -3.057272, -2.895481], [-0.970807, -2.709058, -1.173663], [-2.154717, -1.453441, -0.433941]],
  "forces_ev_per_a": [[-2.014, -3.060, -1.796], [0.095, -0.117, -0.014], [-0.168, 1.440, 2.280], [-0.097, -0.393, -1.041], [-1.089, 1.805, -2.134], [0.565, -0.673, 2.780], [-1.309, -1.292, 0.978], [1.155, -1.728, 1.334], [-2.097, 3.953, 1.166], [-0.005, -0.111, -0.264], [0.054, 0.098, 0.050], [-0.093, 0.030, 0.072], [-0.088, 0.166, -0.031], [1.961, -0.506, -0.077], [-0.704, -1.666, 0.541], [0.913, -1.440, -0.592], [-4.737, 6.568, -0.877], [-0.763, -1.007, 0.311], [1.126, -0.777, 1.538], [0.867, 0.751, 1.387], [-1.390, 4.277, -3.938], [0.542, 1.681, -0.752], [-0.083, -0.619, 0.304], [2.760, -0.499, 0.273], [0.368, -2.963, -2.322], [3.530, -1.920, -0.327], [-0.798, -2.493, -0.044], [0.234, -0.515, 0.023], [-0.184, 0.142, 0.111], [0.081, 0.082, 0.055], [0.043, 0.050, -0.151], [0.274, -0.453, 0.502], [-0.145, 0.038, 0.045], [0.177, -0.011, 0.333], [0.291, 0.093, -0.083], [-0.115, 0.017, -0.036], [0.081, 0.132, 0.101], [0.113, -0.178, -0.330], [0.647, 1.100, 0.623]],
  "multiplicity": 5,
  "total_charge": 1,
  "s2": 6.034,
  "orbital_gap_ev": [7.973, 5.952],
  "total_energy_ev": -63131.8881,
  "max_force_ev_per_a": 8.15
}



Entry 2:
{
  "formula": "C37H30N5O2SiTi",
  "method": "the ωB97M-V functional and the def2-TZVPD basis",
  "elements": ["Ti", "O", "C", "C", "C", "C", "C", "C", "C", "O", "N", "N", "C", "C", "C", "C", "C", "C", "N", "H", "H", "H", "H", "H", "H", "H", "H", "H", "H", "C", "C", "C", "C", "C", "C", "N", "N", "C", "C", "C", "C", "C", "C", "H", "H", "H", "H", "H", "H", "H", "H", "H", "C", "C", "C", "C", "C", "C", "Si", "C", "C", "C", "C", "C", "C", "H", "H", "H", "H", "H", "H", "H", "H", "H", "H", "H"],
  "positions_angstrom": [[-0.138964, -0.295331, -0.601313], [2.302904, -3.380526, -2.673123], [2.614631, -4.147744, -1.595868], [3.483755, -5.233178, -1.733259], [3.798474, -6.038792, -0.655856], [3.243347, -5.770577, 0.589481], [2.386154, -4.691562, 0.718584], [2.052594, -3.863181, -0.353738], [1.116445, -2.732469, -0.096905], [0.955291, -1.783607, -0.997044], [0.432220, -2.731343, 0.997662], [-0.383516, -1.613217, 0.945648], [-1.355599, -1.454945, 1.840342], [-2.212278, -0.369128, 1.580347], [-3.336143, -0.020950, 2.364194], [-4.129268, 1.017535, 1.977439], [-3.821605, 1.732542, 0.795806], [-2.720001, 1.361030, 0.079028], [-1.905510, 0.352135, 0.453098], [2.773593, -3.730265, -3.436883], [3.909176, -5.435604, -2.711299], [4.476549, -6.872895, -0.789731], [3.477403, -6.386287, 1.447588], [1.942041, -4.453439, 1.675320], [-1.459546, -2.103071, 2.701144], [-3.539699, -0.586871, 3.264366], [-4.992906, 1.291985, 2.571175], [-4.438707, 2.547080, 0.444729], [-2.445233, 1.860555, -0.842925], [-5.023893, -1.952210, -2.872819], [-4.181464, -2.335505, -1.835212], [-2.946149, -1.729909, -1.675193], [-2.524166, -0.720017, -2.543416], [-3.362737, -0.343881, -3.591853], [-4.599035, -0.958182, -3.744972], [-1.266297, -0.128170, -2.310974], [-0.873405, 0.711729, -3.273986], [0.413711, 1.180109, -3.035698], [1.007324, 1.915415, -4.076297], [2.322489, 2.314513, -3.970903], [3.059278, 1.978536, -2.830549], [2.448754, 1.291027, -1.794420], [1.106018, 0.902553, -1.832241], [-5.990418, -2.423084, -2.999883], [-4.479803, -3.115039, -1.144298], [-2.295560, -2.055306, -0.871062], [-3.030281, 0.428649, -4.269776], [-5.240074, -0.649886, -4.563329], [0.420159, 2.129221, -4.962146], [2.786637, 2.872521, -4.776088], [4.100449, 2.268866, -2.749437], [3.043313, 1.064267, -0.915308], [-1.286579, 1.340258, 5.342745], [-1.545918, 2.199217, 4.281251], [-0.819686, 2.088562, 3.102679], [0.190239, 1.133575, 2.947295], [0.434328, 0.283864, 4.030553], [-0.292940, 0.378338, 5.212788], [1.157264, 0.939552, 1.320848], [1.850004, 2.677156, 1.011950], [1.062612, 3.670707, 0.420983], [1.557061, 4.943980, 0.173413], [2.870490, 5.254813, 0.505141], [3.675993, 4.283556, 1.083130], [3.166964, 3.013512, 1.332402], [-1.854235, 1.418597, 6.262664], [-2.324915, 2.948283, 4.367108], [-1.057277, 2.761268, 2.284030], [1.204522, -0.475872, 3.942813], [-0.080975, -0.298972, 6.032526], [2.360678, 0.182150, 1.788228], [0.047654, 3.437626, 0.110128], [0.924511, 5.688306, -0.295556], [3.266091, 6.243028, 0.303353], [4.704995, 4.510655, 1.337566], [3.808672, 2.263744, 1.783814]],
  "forces_ev_per_a": [[-0.042, 0.498, -0.063], [0.051, -0.096, 0.020], [0.081, -0.028, -0.260], [-0.037, 0.060, -0.042], [0.003, -0.018, 0.038], [-0.062, 0.113, -0.088], [0.047, -0.084, 0.133], [-0.118, 0.263, 0.341], [0.171, -0.116, -0.658], [0.584, -0.997, 0.261], [-0.514, 0.317, 0.441], [-0.083, -0.379, 0.379], [0.023, 0.077, -0.030], [-0.007, -0.096, 0.036], [-0.016, -0.015, -0.003], [-0.047, 0.007, 0.002], [-0.069, 0.022, 0.048], [0.208, -0.117, 0.078], [0.020, -0.149, 0.003], [-0.023, 0.054, -0.020], [0.006, -0.010, 0.008], [-0.005, 0.008, -0.005], [0.007, -0.004, -0.009], [0.006, -0.012, 0.004], [-0.024, -0.062, -0.038], [-0.006, 0.011, -0.010], [0.010, 0.006, -0.014], [-0.024, -0.008, 0.030], [-0.003, 0.018, -0.023], [0.037, 0.019, 0.013], [0.072, 0.051, -0.004], [-0.137, -0.166, 0.049], [0.438, 0.141, 0.246], [-0.203, 0.009, -0.098], [0.063, 0.050, -0.029], [-0.344, 0.337, -0.430], [0.343, -0.068, 0.150], [-0.289, 0.111, -0.144], [0.065, 0.040, -0.015], [0.007, -0.018, 0.032], [-0.030, 0.051, -0.096], [-0.122, 0.035, 0.110], [-0.113, -0.016, -0.315], [-0.005, 0.003, -0.009], [-0.016, 0.002, -0.013], [0.021, 0.002, 0.010], [-0.013, -0.015, 0.006], [-0.004, -0.007, 0.005], [0.010, -0.001, 0.002], [0.010, 0.002, 0.001], [0.004, 0.006, -0.007], [0.019, -0.017, 0.012], [0.010, 0.007, -0.045], [0.081, -0.044, 0.001], [0.036, 0.043, 0.071], [-0.019, -0.005, 0.137], [-0.069, 0.008, 0.043], [0.017, 0.016, -0.086], [-0.126, 0.144, -0.084], [0.004, 0.155, -0.042], [0.040, 0.002, -0.054], [0.048, -0.047, 0.043], [-0.022, -0.039, -0.003], [-0.034, -0.050, 0.001], [-0.051, 0.066, 0.044], [0.000, 0.006, -0.005], [0.003, -0.005, -0.008], [0.032, -0.007, -0.001], [-0.004, 0.009, 0.002], [-0.004, 0.007, 0.000], [0.093, -0.092, -0.047], [0.016, -0.020, 0.014], [-0.001, 0.002, 0.000], [-0.003, 0.003, -0.002], [-0.001, 0.014, -0.005], [0.002, 0.012, -0.008]],
  "multiplicity": 3,
  "total_charge": -1,
  "e_above_lowest_ev": 0.504,
  "s2": 2.044,
  "orbital_gap_ev": [5.974, 6.694],
  "total_energy_ev": -81396.4102,
  "max_force_ev_per_a": 1.18
}



Entry 3:
{
  "formula": "C28H28HfN4O",
  "method": "the ωB97M-V functional and the def2-TZVPD basis",
  "elements": ["Hf", "C", "C", "C", "C", "C", "C", "H", "H", "H", "H", "H", "H", "C", "C", "N", "C", "C", "C", "C", "C", "C", "C", "C", "C", "N", "C", "H", "H", "H", "H", "H", "H", "H", "H", "C", "C", "N", "C", "C", "C", "O", "C", "C", "C", "C", "N", "C", "H", "H", "H", "H", "H", "H", "H", "H", "H", "H", "H", "H", "H", "H"],
  "positions_angstrom": [[1.971028, -0.480566, -0.571322], [4.139967, -1.822632, 0.185659], [4.694022, -0.713797, -0.534952], [4.328293, -0.530638, -1.929943], [3.404455, -1.379113, -2.577015], [2.813982, -2.457978, -1.756464], [3.100490, -2.590099, -0.346160], [4.527963, -2.033211, 1.156362], [5.364530, -0.025078, -0.024349], [4.874706, 0.097856, -2.617497], [3.277416, -1.322466, -3.646525], [2.295689, -3.279017, -2.187475], [2.668173, -3.392501, 0.271809], [3.989371, 2.913983, 1.068094], [3.140360, 2.357670, 0.186680], [2.341241, 1.302551, 0.500091], [2.279469, 0.876567, 1.804113], [3.105144, 1.490015, 2.806855], [3.973595, 2.529236, 2.414394], [2.974886, 0.863703, 4.109935], [2.138584, -0.155956, 4.386755], [1.319989, -0.748411, 3.408050], [0.339889, -1.813177, 3.700935], [-0.496129, -2.205514, 2.677762], [-0.313466, -1.744826, 1.379322], [0.589103, -0.753705, 1.081428], [1.342215, -0.219602, 2.122324], [4.735285, 3.688329, 0.844204], [3.100145, 2.764440, -0.830586], [4.666003, 2.884597, 3.186009], [3.732662, 1.192321, 4.824595], [2.046772, -0.578629, 5.380968], [0.365806, -2.389950, 4.613535], [-1.277648, -2.964886, 2.872283], [-0.874350, -2.236976, 0.577366], [-5.646025, -1.743471, -1.921443], [-5.167283, -1.131026, -0.548846], [-4.161383, -0.094413, -0.795071], [-4.652276, 1.316336, -0.447828], [-5.451583, 1.954649, -1.612937], [-2.857286, -0.464567, -0.993425], [-2.517934, -1.672119, -0.829747], [-1.767970, 0.476161, -1.452689], [-1.732796, 1.902049, -1.557207], [-0.580537, 2.450748, -2.163475], [0.604725, 1.738349, -2.250623], [0.606418, 0.395407, -1.958361], [-0.623668, -0.249320, -1.793187], [-6.402130, -2.498939, -1.708337], [-4.758170, -2.084987, -2.421780], [-6.122351, -0.979392, -2.527535], [-4.625899, -1.906025, 0.001461], [-6.012694, -0.697894, 0.046003], [-3.870738, 1.921944, 0.005319], [-5.411734, 1.103393, 0.355649], [-4.834961, 2.252137, -2.506094], [-6.046989, 2.819054, -1.234012], [-6.222065, 1.249600, -1.899125], [-2.604118, 2.506542, -1.443324], [-0.621270, 3.425780, -2.601575], [1.526936, 2.241780, -2.520249], [-0.725834, -1.354305, -1.758772]],
  "forces_ev_per_a": [[-2.274, 1.850, 0.245], [0.165, 1.633, -0.668], [-1.223, -0.680, -1.185], [0.277, -0.973, 0.767], [-0.036, -2.209, 2.608], [1.679, 0.978, -0.011], [0.913, -1.062, -1.483], [0.023, -0.016, 0.781], [0.195, -0.254, -0.319], [0.110, 0.825, 0.421], [-0.353, -0.072, -0.155], [-0.987, -0.268, -0.637], [0.138, 0.188, -0.595], [1.781, 1.519, 2.537], [-0.764, -0.559, -1.499], [0.254, 0.698, 0.104], [-0.028, 0.109, 0.364], [-1.676, -1.985, -0.248], [-0.074, -1.219, 0.259], [1.822, 1.257, -0.202], [-0.059, -0.457, 0.703], [-1.758, -0.727, 0.133], [1.321, 0.929, -1.443], [-0.535, -0.659, 0.819], [0.621, 0.687, -0.397], [-0.018, -1.286, 0.135], [0.818, 0.399, -0.619], [-0.671, -0.201, -0.522], [-0.015, -0.484, 0.244], [-0.176, 0.364, -0.523], [-0.636, 0.049, 0.307], [0.377, 0.187, 0.107], [-0.134, 0.388, 0.445], [0.600, 0.455, -0.260], [0.096, 0.577, -0.086], [-0.146, 1.058, 1.586], [-0.398, -0.815, -0.722], [1.743, 1.935, 0.284], [-1.325, -1.060, -0.337], [0.386, 0.651, 0.359], [-2.718, -1.524, 0.897], [0.199, 1.511, -0.481], [0.287, 0.634, 0.139], [1.149, -1.808, -1.758], [-0.346, -0.378, 0.297], [-0.983, -0.503, 0.511], [-0.796, -0.218, -0.717], [1.023, 1.098, 0.941], [0.359, -0.261, -0.214], [0.074, -0.623, -0.364], [-0.016, 0.117, -0.074], [-0.560, -0.028, 0.171], [0.906, -0.489, -0.567], [0.083, -0.054, -0.143], [1.012, 0.464, -0.586], [-0.630, -0.305, 0.866], [0.791, -0.365, -0.284], [0.050, -0.236, -0.388], [-0.379, 0.304, 0.310], [0.092, 0.677, 0.249], [0.031, -0.295, -0.101], [0.337, 0.538, 0.001]],
  "total_charge": 4,
  "e_above_lowest_ev": 0.000,
  "orbital_gap_ev": 3.940,
  "total_energy_ev": -38763.3517,
  "max_force_ev_per_a": 3.45
}